# C21H24N4O3S

C21H24N4O3S in the gas phase at a distorted geometry (the ωB97M-V functional and the def2-TZVPD basis, the Open Molecules 2025 dataset).

Highest occupied orbital energy, eV: -8.7
2S+1: 1
DFT total energy, hartree: -1657.5431
Relative energy (zero: lowest compared OMol25 entry of this formula, charge and spin), eV: 2.295
LUMO, eV: 0.42
Net charge: 0

CARTESIAN COORDINATES (ANGSTROEM)
C: 2.42 0.52 -3.67
C: 3.66 0.77 -2.82
O: 3.60 0.12 -1.56
C: 2.83 0.61 -0.57
C: 2.16 1.83 -0.59
C: 1.42 2.24 0.50
C: 1.38 1.49 1.67
C: 0.55 1.96 2.80
C: 0.92 1.46 4.17
O: -0.40 2.69 2.62
C: 2.06 0.27 1.69
C: 2.74 -0.20 0.58
C: 3.21 -1.61 0.55
S: 1.72 -2.71 0.69
C: 0.67 -1.77 -0.34
N: 0.88 -1.51 -1.60
N: -0.07 -0.66 -1.99
C: -0.85 -0.39 -0.97
C: -1.98 0.51 -1.05
C: -2.84 0.43 -2.14
C: -3.91 1.30 -2.21
N: -4.17 2.22 -1.29
C: -3.34 2.32 -0.27
C: -2.23 1.50 -0.09
N: -0.41 -1.07 0.13
C: -1.03 -1.21 1.42
C: -2.41 -1.85 1.30
O: -2.25 -3.10 0.68
C: -3.47 -3.77 0.48
H: 1.54 0.99 -3.24
H: 2.58 0.93 -4.67
H: 2.22 -0.54 -3.74
H: 4.53 0.32 -3.30
H: 3.85 1.84 -2.69
H: 2.18 2.45 -1.47
H: 0.87 3.17 0.46
H: 0.40 2.04 4.92
H: 2.00 1.52 4.32
H: 0.62 0.42 4.28
H: 2.00 -0.37 2.56
H: 3.83 -1.88 1.40
H: 3.71 -1.84 -0.39
H: -2.66 -0.31 -2.91
H: -4.61 1.26 -3.04
H: -3.56 3.09 0.45
H: -1.58 1.66 0.75
H: -1.12 -0.23 1.90
H: -0.38 -1.86 2.02
H: -2.85 -1.96 2.31
H: -3.08 -1.21 0.70
H: -3.22 -4.71 -0.01
H: -3.98 -3.97 1.43
H: -4.14 -3.19 -0.17